(1)
Molecular formula: C5H3N
Method: DFT, ωB97M-V/def2-TZVPD

ΔE to the lowest compared entry with this formula, charge and spin	4.8135	eV
calculated total energy	-6715.9098	eV
HOMO energy	-9.071	eV
LUMO energy	0.0054	hartree
net charge	0
frontier orbital gap	9.218	eV

XYZ file:
```
9
Properties=species:S:1:pos:R:3:nbo_charge:R:1
C -0.55498 -0.86032 0.40315 -0.2380
C 0.61068 -1.20768 -0.33175 -0.0275
C 2.54584 0.24636 0.44577 0.4209
C -1.00994 0.34812 -0.37241 -0.4187
C 0.44224 0.22299 -0.40325 0.1187
N 1.55066 0.73327 0.09933 -0.5729
H -0.59885 -1.17416 1.45701 0.2572
H -1.46835 0.36951 -1.41325 0.2397
H -1.51730 1.32192 0.11539 0.2205
```



(2)
Molecular formula: C23H23IN3O2W
Method: DFT, ωB97M-V/def2-TZVPD

ΔE to the lowest compared entry with this formula, charge and spin	0.0000	eV
calculated total energy	-42689.9649	eV
HOMO energy	-17.949	eV
LUMO energy	-0.4273	hartree
net charge	+3
frontier orbital gap	6.322	eV

XYZ file:
```
53
Properties=species:S:1:pos:R:3:nbo_charge:R:1
W 0.00610 -0.46770 -0.41308 2.0042
O -0.11772 -1.17967 1.30334 -0.6454
C 0.64999 -1.76741 2.25467 0.3865
C 0.09746 -2.63028 3.18106 -0.2470
C 0.95267 -3.20107 4.11570 -0.0855
C 2.31558 -2.89230 4.14930 -0.1739
C 2.84964 -1.99660 3.24949 -0.1023
C 2.01855 -1.42822 2.26636 -0.2201
C 2.48794 -0.39190 1.42228 0.2445
N 1.85831 0.16131 0.41707 -0.5318
C 2.38290 1.45703 -0.06759 -0.2282
C 1.22839 2.40517 0.20067 -0.2344
N 0.09957 1.75916 -0.50325 -0.5608
C -0.60012 2.53198 -1.29014 0.2609
C -1.47830 2.11300 -2.32647 -0.2294
C -2.28777 3.03857 -3.00949 -0.0983
C -2.98819 2.63398 -4.12416 -0.1820
C -2.86078 1.32579 -4.60097 -0.0869
C -2.05367 0.39363 -3.96392 -0.2719
C -1.38507 0.79529 -2.82164 0.4080
O -0.57073 -0.04050 -2.14590 -0.6494
H -0.95952 -2.85697 3.16409 0.2576
H 0.55082 -3.89610 4.84150 0.2642
H 2.94788 -3.34815 4.89851 0.2689
H 3.89824 -1.73092 3.29300 0.2540
H 3.46273 0.02570 1.66939 0.2400
H 2.59712 1.39861 -1.13713 0.2320
H 3.29142 1.72535 0.46883 0.2512
H 1.41303 3.40538 -0.18846 0.2462
H 1.02841 2.46737 1.27248 0.2287
H -0.45098 3.60822 -1.20364 0.2312
H -2.35205 4.06183 -2.66097 0.2507
H -3.62003 3.33507 -4.65123 0.2665
H -3.39590 1.03590 -5.49580 0.2626
H -1.93527 -0.60909 -4.35137 0.2559
C -6.23686 0.24857 0.98237 -0.6700
C -4.80196 0.08045 0.62731 0.1664
C -4.39076 -0.67087 -0.47509 -0.2336
C -3.05438 -0.79443 -0.77166 0.0813
N -2.08890 -0.22338 -0.01571 -0.5611
C -2.47467 0.50486 1.06241 0.0670
C -3.79178 0.68076 1.39504 -0.2228
H -6.88460 -0.36908 0.36617 0.2516
H -6.52579 1.29473 0.85582 0.2703
H -6.39687 -0.00099 2.03236 0.2674
H -5.11416 -1.16799 -1.10698 0.2650
H -2.72920 -1.36919 -1.62710 0.2249
H -1.69015 0.94668 1.66353 0.2230
H -4.03963 1.27869 2.26196 0.2645
I 1.81627 -2.14256 -1.82500 0.5980
C -0.13839 -2.48491 -1.03734 -0.7913
H -0.05761 -3.25060 -0.27011 0.2661
H -0.79038 -2.76352 -1.85994 0.2669
```



(3)
Molecular formula: C8H14NO4S
Method: DFT, ωB97M-V/def2-TZVPD

ΔE to the lowest compared entry with this formula, charge and spin	1.1001	eV
calculated total energy	-29039.3454	eV
HOMO energy	-4.665	eV
LUMO energy	0.1275	hartree
net charge	-1
frontier orbital gap	8.134	eV

XYZ file:
```
28
Properties=species:S:1:pos:R:3:nbo_charge:R:1
C 1.51322 -1.27122 0.83940 0.6796
C -2.15994 0.74813 -0.17382 -0.3820
C -0.97995 1.63975 0.17467 -0.3805
C -1.70215 -0.66491 -0.25881 -0.4047
C -0.01200 1.56260 -0.88116 -0.4788
C -0.58325 -0.80644 -1.25860 -0.4669
C 0.57626 0.14056 -1.07905 0.4523
C 2.50663 -1.12973 1.94596 -0.6852
N 1.31966 -0.20390 0.13931 -0.6823
O 2.94490 1.73189 -0.79695 -1.0537
O 0.78330 -2.25822 0.74211 -0.6953
O 3.87966 0.57204 -2.77830 -0.9901
O 1.45384 0.06482 -2.21158 -0.7675
S 2.77738 1.36239 -2.23973 1.6808
H -2.68328 0.90592 0.68365 0.1890
H -2.66224 1.20180 -1.07072 0.1765
H -1.41902 2.59542 0.23671 0.1907
H -0.50425 1.43775 1.15808 0.1931
H -1.29874 -0.76839 0.72737 0.2106
H -2.55504 -1.25239 -0.39367 0.1986
H -0.37129 1.92300 -1.75268 0.2043
H 0.89005 2.05272 -0.55928 0.2374
H -0.05564 -1.77388 -1.09694 0.2593
H -0.80723 -0.73320 -2.34124 0.2103
H 1.89127 -0.78421 2.66980 0.2169
H 2.99507 -2.10948 2.19756 0.2205
H 3.27672 -0.37239 1.65050 0.2225
H 1.92458 0.64105 0.14110 0.4445
```